# 1
The following is a DFT calculation (the ωB97M-V functional and the def2-TZVPD basis) of a gas-phase ion, CH2NO4S (charge -1) in a non-equilibrium geometry.

Calculated values
* strongest force on any atom: 0.177 hartree/bohr
* energy above the lowest of the compared OMol25 structures with the same formula, charge and spin: 455.8 kJ/mol
* highest occupied orbital energy: -4.4120 eV
* total charge: -1
* LUMO energy: 0.131 Ha
* total energy: -21581.9679 eV
* Kohn-Sham gap: 8.0 eV

Geometry as XYZ:
```
9
Properties=species:S:1:pos:R:3:forces:R:3:nbo_charge:R:1
C -0.17105 -0.54199 0.26150 8.444 2.452 -2.446 -0.4888
N -1.10514 -1.40678 0.09639 -4.884 -2.628 -1.210 0.4138
O 2.55463 -1.06917 0.91075 0.343 -0.592 -0.257 -0.9786
O -2.17985 -1.26651 0.74730 0.591 -0.099 0.156 -0.5162
O -1.01343 -2.33837 -0.74512 0.497 0.310 0.652 -0.5019
O 1.35113 0.46866 2.28179 -0.239 0.807 0.771 -0.9921
S 1.39414 -0.88441 1.76715 0.151 -0.466 0.013 1.5956
H -0.20856 0.43967 0.68006 -1.340 0.118 0.077 0.2458
H 0.81429 -0.61314 -0.57197 -3.563 0.097 2.244 0.2223
```
Forces are in eV/Å.

# 2
The following is a DFT calculation (the ωB97M-V functional and the def2-TZVPD basis) of C20H20N4O3S in the gas phase in a non-equilibrium geometry.

Calculated values
* strongest force on any atom: 0.022 hartree/bohr
* energy above the lowest of the compared OMol25 structures with the same formula, charge and spin: 129.3 kJ/mol
* SMILES: COc1ccccc1NC(=O)Cc1nnc(SCC(=O)c2ccccc2)n1C
* highest occupied orbital energy: -8.1785 eV
* LUMO energy: 0.009 Ha
* total energy: -44003.0371 eV
* Kohn-Sham gap: 8.4 eV

Geometry as XYZ:
```
48
Properties=species:S:1:pos:R:3:forces:R:3:nbo_charge:R:1
C -2.43044 3.18067 0.51674 -0.069 0.234 0.005 -0.2472
H -1.59739 3.64613 1.05086 -0.024 -0.023 0.001 0.1763
O -2.17315 1.82632 0.23999 0.116 -0.512 0.090 -0.5235
C -1.96914 0.97152 1.29042 -0.035 -0.118 0.018 0.3485
C -1.97408 1.33328 2.62631 -0.121 0.131 -0.189 -0.3121
C -1.75181 0.37687 3.60684 -0.018 -0.088 0.085 -0.2152
C -1.52273 -0.93943 3.26058 0.003 0.127 0.119 -0.2277
C -1.52266 -1.31765 1.92758 0.032 -0.053 -0.087 -0.2124
C -1.74891 -0.37458 0.93951 -0.041 0.095 0.154 0.0881
N -1.76557 -0.67547 -0.42647 -0.070 0.560 0.064 -0.6139
C -1.84173 -1.88457 -1.02255 -0.204 0.007 -0.552 0.6973
O -1.91871 -2.95702 -0.46728 -0.013 -0.297 0.208 -0.6089
C -1.75964 -1.75966 -2.55593 0.042 -0.168 0.282 -0.5421
C -0.40906 -1.22387 -2.83342 0.231 -0.068 -0.313 0.3405
N -0.11314 0.04359 -2.96047 -1.115 0.020 -0.009 -0.3071
N 1.22049 0.15673 -3.03095 0.857 0.136 -0.143 -0.3107
C 1.71954 -1.04415 -2.93324 0.325 -0.300 -0.134 0.1545
N 0.72889 -1.97300 -2.80500 -0.165 0.927 -0.108 -0.3523
C 0.86377 -3.38663 -2.60695 -0.006 -0.645 0.083 -0.4252
H 0.16989 -3.71364 -1.83302 0.046 -0.018 -0.025 0.2409
H 0.66196 -3.92452 -3.53578 0.008 0.001 0.060 0.2046
H 1.88359 -3.59298 -2.28409 -0.106 0.026 0.017 0.2460
S 3.41827 -1.42039 -2.78469 0.196 0.203 0.046 0.2693
C 3.66701 -0.38965 -1.29485 -0.026 -0.398 -0.553 -0.6166
C 2.57018 -0.67823 -0.28247 0.065 0.123 -0.059 0.5812
O 2.19550 -1.80386 -0.05380 0.047 -0.019 0.110 -0.5382
C 2.02178 0.50140 0.42497 -0.273 0.136 0.374 -0.1925
C 1.72280 1.69308 -0.23100 0.093 -0.124 -0.010 -0.1300
C 1.22527 2.76380 0.48933 -0.031 0.098 0.053 -0.2390
C 1.04158 2.66164 1.85863 0.027 0.033 -0.024 -0.1968
C 1.30833 1.46748 2.50895 0.067 0.001 0.071 -0.2082
C 1.77886 0.38497 1.79295 0.059 -0.019 -0.082 -0.1578
H 1.98288 -0.55540 2.28216 0.003 -0.100 0.045 0.2288
H 1.14380 1.37895 3.57175 -0.020 -0.009 0.086 0.2204
H 0.68266 3.51094 2.42236 -0.046 0.073 0.041 0.2118
H 0.98858 3.68414 -0.02375 -0.035 0.085 -0.046 0.2154
H 1.82357 1.76582 -1.30381 0.090 0.008 -0.083 0.2343
H 4.62777 -0.69602 -0.87860 0.013 0.082 0.086 0.2571
H 3.70669 0.65650 -1.58869 0.020 -0.066 0.116 0.2424
H -1.90699 -2.74188 -3.00364 -0.080 0.053 0.107 0.2468
H -2.51160 -1.06187 -2.92179 0.043 -0.008 -0.047 0.2555
H -1.71812 0.14306 -1.02329 0.049 -0.166 -0.043 0.4352
H -1.35524 -2.34333 1.64573 0.010 -0.038 -0.039 0.2530
H -1.34655 -1.68053 4.02457 0.010 -0.080 0.070 0.2153
H -1.76259 0.67428 4.64476 0.000 0.028 0.095 0.2124
H -2.15393 2.35584 2.91773 -0.006 0.120 -0.027 0.2195
H -3.35090 3.30217 1.09686 0.048 -0.019 -0.005 0.1786
H -2.54959 3.65913 -0.45404 0.003 0.029 0.091 0.2037
```
Forces are in eV/Å.

- Look up the Kohn-Sham gap of the first one.
  8.0 eV

- What is the LUMO energy in the second record?
  0.009 Ha

- Among the records above, which one has the highest energy above the lowest of the compared OMol25 structures with the same formula, charge and spin?
  CH2NO4S